# 1
The following is a DFT calculation (the ωB97M-V functional and the def2-TZVPD basis) of a structure of composition CClNO2 in a non-equilibrium geometry.

```
5
CClNO2 the ωB97M-V functional and the def2-TZVPD basis
C -0.78 0.35 0.10
N -0.74 -0.76 -0.33
O -0.89 1.43 0.47
O 1.54 0.09 0.15
Cl 0.88 -1.12 -0.39
```

Properties
LUMO level: -0.30 eV
E: -703.35591 Ha
Charge: 0
Energy relative to the best compared isomer or geometry (same formula, charge and spin): 215.29 kJ/mol
2S+1: 1

So, what does the Mulliken scheme give us? The charges, in e, come out as: 0.65, -0.31, -0.32, -0.54, 0.52

***

# 2
The following is a DFT calculation (the ωB97M-V functional and the def2-TZVPD basis) of a structure of composition C8H16O5 in a non-equilibrium geometry.

```
29
C8H16O5 the ωB97M-V functional and the def2-TZVPD basis
O 1.48 1.24 -3.06
C 1.37 1.11 -1.71
C 0.09 1.63 -1.08
O -1.05 1.01 -1.61
C -2.26 1.65 -1.32
H 2.19 1.63 -1.15
H 1.44 0.05 -1.34
H 0.02 2.73 -1.12
H -3.07 0.99 -1.66
H -2.39 1.84 -0.24
H -2.31 2.63 -1.83
H 0.04 1.01 0.20
O -2.11 -2.03 -1.87
C -1.30 -1.74 -1.02
C -1.68 -1.58 0.44
O -0.57 -1.41 1.27
C -0.13 -0.11 1.46
C 1.07 -0.03 2.37
O 2.32 -0.13 1.72
C 2.58 -1.37 1.10
H -0.23 -1.58 -1.26
H -2.39 -0.74 0.53
H -2.21 -2.50 0.75
H -0.95 0.60 1.59
H 1.07 0.95 2.86
H 0.99 -0.81 3.15
H 3.61 -1.33 0.71
H 2.50 -2.19 1.83
H 1.89 -1.57 0.27
```

Properties
<S²>: 0.764
LUMO level (alpha / beta): 3.19 / 3.01 eV
E: -690.42586 Ha
Charge: -1
Energy relative to the best compared isomer or geometry (same formula, charge and spin): 206.85 kJ/mol
2S+1: 2

Here are the Mulliken charges for atoms 1 to 5, given in e: -0.89, -0.08, -0.43, -0.18, -0.84

***

# 3
The following is a DFT calculation (the ωB97M-V functional and the def2-TZVPD basis) of a structure of composition C5H4LiO2 in a non-equilibrium geometry.

```
12
C5H4LiO2 the ωB97M-V functional and the def2-TZVPD basis
C 0.24 -1.04 0.38
C 0.80 0.16 0.63
H 0.07 0.99 0.56
H 1.88 0.28 0.49
O -0.57 1.57 -4.96
C -0.56 1.12 -3.90
Li -0.77 -0.45 -1.45
O -0.58 0.58 -2.87
C -0.07 -0.67 2.77
C -0.30 -1.64 1.87
H -0.84 0.09 2.94
H 0.68 -0.99 3.52
```

Properties
<S²>: 0.770
LUMO level (alpha / beta): -11.59 / -12.15 eV
E: -349.99981 Ha
Charge: +2
2S+1: 2

Here are the Mulliken charges for atoms 1 to 5, given in e: -0.16, -0.24, 0.42, 0.33, -0.18

***

# 4
The following is a DFT calculation (the ωB97M-V functional and the def2-TZVPD basis) of a structure of composition C28H33NO6SSr in a non-equilibrium geometry.

```
70
C28H33NO6SSr the ωB97M-V functional and the def2-TZVPD basis
Sr 1.54 -0.20 0.36
O -0.19 -0.77 1.83
C -0.04 -2.09 2.32
C 1.36 -2.19 2.93
N 2.36 -1.78 1.97
C 3.57 -1.22 2.57
C 4.20 -0.14 1.63
O 5.41 0.00 1.63
O 3.35 0.55 0.99
C 2.67 -2.84 1.01
C 1.73 -2.69 -0.20
O 0.75 -3.44 -0.31
O 2.01 -1.75 -0.98
H -0.99 -0.75 1.28
H -0.79 -2.29 3.10
H -0.14 -2.83 1.52
H 1.41 -1.51 3.79
H 1.52 -3.22 3.30
H 3.31 -0.69 3.49
H 4.32 -1.99 2.81
H 3.69 -2.71 0.64
H 2.57 -3.84 1.45
C 3.04 4.03 -1.12
C 1.53 3.83 -1.21
C 1.23 2.78 -2.29
C 0.91 3.37 0.09
C -0.48 3.25 0.20
C -1.08 2.79 1.35
C -0.31 2.42 2.46
C -0.96 1.95 3.73
C 1.06 2.57 2.37
C 1.67 3.04 1.21
H 3.42 4.36 -2.08
H 3.53 3.10 -0.85
H 3.28 4.79 -0.38
H 1.07 4.78 -1.51
H 1.57 1.79 -1.95
H 1.74 3.04 -3.21
H 0.16 2.73 -2.50
H -1.10 3.57 -0.63
H -2.16 2.74 1.42
H -1.62 1.10 3.54
H -1.56 2.75 4.16
H -0.20 1.65 4.45
H 1.68 2.37 3.24
H 2.73 3.20 1.22
O -0.25 -0.03 -0.87
S -0.51 -1.38 -1.45
C -1.45 -1.02 -2.96
C -2.04 0.21 -3.17
C -2.71 0.46 -4.35
C -2.78 -0.52 -5.33
C -2.17 -1.74 -5.13
C -1.50 -2.00 -3.95
C -2.05 -1.84 -0.61
C -2.46 -3.16 -0.55
C -3.66 -3.48 0.08
C -4.43 -2.47 0.64
C -4.02 -1.15 0.57
C -2.82 -0.84 -0.04
H -1.95 0.98 -2.41
H -3.17 1.43 -4.52
H -3.30 -0.32 -6.26
H -2.19 -2.49 -5.91
H -1.01 -2.95 -3.79
H -1.84 -3.93 -0.98
H -3.99 -4.50 0.12
H -5.37 -2.71 1.13
H -4.62 -0.36 0.99
H -2.47 0.18 -0.10
```

Properties
LUMO level: 0.18 eV
E: -2021.89256 Ha
Charge: 0
Energy relative to the best compared isomer or geometry (same formula, charge and spin): 369.75 kJ/mol
2S+1: 1

Here are the Mulliken charges for atoms 1 to 5, given in e: 2.49, -0.27, -0.12, -1.42, 0.16

***

# 5
The following is a DFT calculation (the ωB97M-V functional and the def2-TZVPD basis) of a cluster of 2 separate species, C3H11NO3 in total in a non-equilibrium geometry.

```
18
C3H11NO3 the ωB97M-V functional and the def2-TZVPD basis
N 0.15 1.28 0.06
C -0.28 0.04 -0.64
C -1.70 -0.43 -0.21
O -2.68 0.56 -0.51
C 0.62 -1.13 -0.22
O 1.90 -1.08 -0.85
H -0.65 1.91 0.17
H 0.61 1.85 -0.65
H -0.31 0.25 -1.72
H -1.87 -1.31 -0.85
H -1.72 -0.76 0.82
H -2.73 0.57 -1.46
H 0.61 -1.25 0.86
H 0.24 -2.08 -0.60
H 2.45 -0.54 -0.28
O 2.20 0.71 1.94
H 1.75 0.44 2.76
H 1.42 0.98 1.38
```

Properties
LUMO level: 0.61 eV
E: -401.35489 Ha
Charge: 0
Energy relative to the best compared isomer or geometry (same formula, charge and spin): 152.70 kJ/mol
2S+1: 1

Here are the Mulliken charges for atoms 1 to 5, given in e: -0.72, 0.57, -0.87, -0.53, -0.96

***

# 6
The following is a DFT calculation (the ωB97M-V functional and the def2-TZVPD basis) of an isolated molecule of C4H10N2S2 in a non-equilibrium geometry.

```
18
C4H10N2S2 the ωB97M-V functional and the def2-TZVPD basis
C 0.90 -1.89 0.34
C 0.41 -0.45 0.34
N 1.15 0.56 0.10
S 2.80 0.25 -0.28
C -1.04 -0.20 0.67
S -2.14 -1.03 -0.53
C -1.40 1.29 0.82
N -1.35 1.97 -0.47
H 0.11 -2.56 0.63
H 1.26 -2.17 -0.68
H 1.72 -1.99 1.02
H 3.11 1.54 -0.40
H -1.22 -0.69 1.65
H -2.09 0.00 -1.36
H -2.42 1.37 1.22
H -0.72 1.71 1.55
H -0.38 2.09 -0.72
H -1.82 2.89 -0.41
```

Properties
LUMO level: 0.83 eV
E: -1064.27368 Ha
Charge: 0
Energy relative to the best compared isomer or geometry (same formula, charge and spin): 61.86 kJ/mol
2S+1: 1

Here are the Mulliken charges for atoms 1 to 5, given in e: -1.62, 0.80, -0.39, -0.18, -0.16